Run 1
Below is a cluster of 2 separate species, C6H15N2 in total, with properties calculated with ωB97M-V/def2-TZVPD.

```
! RIJCOSX wB97M-V def2-TZVPD def2/J DEFGRID3
* xyz 1 1
C -1.03004 1.79421 1.53640
C 1.94211 -0.01732 0.84913
C 1.08853 0.95959 -1.32050
C -2.01793 -0.20267 -1.30059
C 0.97678 -0.13417 -0.28633
C -0.44976 -0.28716 0.29131
N -0.76748 0.59514 1.33734
N -0.77908 -1.83134 0.91475
H -1.06108 2.10843 2.57533
H -0.96552 2.50558 0.73154
H 1.99112 1.10036 1.15466
H 3.07546 -0.10664 0.42175
H 1.89024 -0.70941 1.69130
H 0.20503 1.56038 -1.57308
H 1.89121 1.63788 -0.93122
H 1.36222 0.52277 -2.34276
H -1.54218 -0.59761 -2.10138
H -1.88547 0.95494 -1.44211
H -2.90630 -0.65244 -0.85288
H 1.19324 -1.10855 -0.89571
H -0.74404 -2.57339 0.15114
H -1.71942 -1.80696 1.52241
H -0.08143 -1.95202 1.63554
*
```

Computed properties:
Orbital gap: 9.279 eV
E_HOMO: -0.4719 hartree

Population analysis type natural (NBO), resulting atomic charges in e: C 0.0392; C -0.6380; C -0.6229; C -0.5084; C -0.3281; C 0.3869; N -0.5237; N -0.7755; H 0.2027; H 0.1668; H 0.2297; H 0.2469; H 0.2204; H 0.2268; H 0.2350; H 0.2449; H 0.1914; H 0.2214; H 0.2187; H 0.2238; H 0.4520; H 0.4627; H 0.4270

=====

Run 2
Below is a cluster of 2 separate species, C6H15N2 in total, with properties calculated with ωB97M-V/def2-TZVPD.

```
! RIJCOSX wB97M-V def2-TZVPD def2/J DEFGRID3
* xyz 1 1
C -0.63324 -0.61361 -0.75830
C 0.95299 -2.06376 -0.60218
C 0.54800 -1.02472 -1.68455
C 0.58525 0.94516 2.14057
C -0.90449 2.82292 1.36030
C 0.46267 1.97100 1.36082
N 0.22901 -1.64431 -3.06629
N -0.14529 -1.56083 0.25059
H -0.72390 0.51776 -0.40254
H -1.54902 -1.11166 -1.03662
H 0.80065 -3.04763 -0.98684
H 1.91181 -2.05627 -0.24293
H 1.36180 0.21298 2.08082
H 1.32600 -0.25941 -1.80237
H -0.19171 0.79716 2.98578
H -1.60136 2.20491 0.72288
H -0.58836 3.75759 0.95304
H -1.23963 3.07855 2.35672
H 1.29667 2.00260 0.61872
H 0.30845 -0.86120 -3.76454
H -0.67097 -2.00122 -3.00589
H 0.20128 -1.06692 1.08226
H -0.88559 -2.33894 0.46602
*
```

Computed properties:
Orbital gap: 10.306 eV
E_HOMO: -0.5065 hartree

Population analysis type natural (NBO), resulting atomic charges in e: C -0.2469; C -0.2389; C -0.0640; C -0.4754; C -0.6386; C -0.1553; N -0.7993; N -0.5228; H 0.2693; H 0.2174; H 0.2407; H 0.2378; H 0.1844; H 0.2267; H 0.2077; H 0.2125; H 0.2335; H 0.2419; H 0.2098; H 0.3889; H 0.3539; H 0.4628; H 0.4540

=====

Most stable of them? run 2.

=====

Run 1
Below is a cluster of 2 separate species, C6H15N2 in total, with properties calculated with ωB97M-V/def2-TZVPD.

```
! RIJCOSX wB97M-V def2-TZVPD def2/J DEFGRID3
* xyz 1 1
C 0.21757 1.25107 2.40239
C -0.91201 1.05196 1.37116
C -0.69770 -0.10714 0.41544
C -1.30703 -1.30122 0.68708
N -1.38608 -2.36688 -0.18137
C 0.01713 0.14849 -0.73457
C -0.19023 1.16261 -1.79224
N 3.28431 -0.04817 -1.78712
H 0.60282 0.27145 2.61186
H -0.12009 1.82900 3.25735
H -1.86312 0.98524 1.90814
H -1.06120 1.96873 0.81468
H -1.89617 -1.46042 1.58314
H -0.71903 -3.11922 -0.00903
H -1.33718 -2.09186 -1.15513
H 0.34883 -0.79375 -1.19055
H 4.11604 -0.21753 -1.24495
H 0.42263 2.07200 -1.77271
H 0.03648 0.68745 -2.74279
H -1.22752 1.50580 -1.76516
H 1.04148 1.83064 1.98062
H 2.44471 -0.06470 -1.23951
H 3.37328 0.79850 -2.32505
*
```

Computed properties:
Orbital gap: 6.357 eV
E_HOMO: -0.4797 hartree

Population analysis type natural (NBO), resulting atomic charges in e: C -0.5993; C -0.4324; C -0.1846; C 0.2913; N -0.7613; C 0.1817; C -0.7176; N -1.0744; H 0.2079; H 0.2430; H 0.2301; H 0.2260; H 0.2284; H 0.4350; H 0.3931; H 0.2016; H 0.3820; H 0.2926; H 0.2643; H 0.2726; H 0.2175; H 0.3306; H 0.3719

=====

Run 2
Below is the ion C6H15N2 with charge +1, with properties calculated with ωB97M-V/def2-TZVPD.

```
! RIJCOSX wB97M-V def2-TZVPD def2/J DEFGRID3
* xyz 1 1
C 2.77339 -0.33197 -0.33356
C 2.31266 1.05209 0.01238
C 1.50915 -0.12501 0.45415
C -2.14909 0.52899 -1.04128
C -1.50024 0.49739 1.25293
C 0.00763 -0.57321 -0.35899
N -0.69727 -1.77985 0.11065
N -0.96587 0.52683 -0.17220
H 2.50648 -0.71718 -1.28766
H 3.59408 -0.98468 0.14730
H 2.79515 1.55987 0.72023
H 1.87226 1.77027 -0.67791
H 1.41443 -0.50047 1.53207
H -2.23134 -0.47347 -1.27908
H -3.15829 0.89204 -0.64185
H -1.83510 1.05302 -1.88891
H -1.90977 -0.38711 1.48098
H -0.72060 0.48362 1.89390
H -2.27279 1.34999 1.51006
H 0.44674 -0.47664 -1.29771
H -0.24133 -2.47933 0.63012
H -1.16484 -2.31037 -0.61766
H -0.38548 1.42520 -0.14794
*
```

Computed properties:
Orbital gap: 11.754 eV
E_HOMO: -0.5322 hartree
SMILES: C[NH+](C)[C@H](N)C1CC1

Population analysis type natural (NBO), resulting atomic charges in e: C -0.4163; C -0.4202; C -0.2312; C -0.4085; C -0.4096; C 0.1156; N -0.8731; N -0.3696; H 0.2147; H 0.2613; H 0.2378; H 0.2170; H 0.2335; H 0.2187; H 0.2568; H 0.2249; H 0.2425; H 0.2180; H 0.2391; H 0.2037; H 0.4053; H 0.3895; H 0.4500

=====

Most stable of them? run 1.

=====

Run 1
Below is the ion C6H15N2 with charge +1, with properties calculated with ωB97M-V/def2-TZVPD.

```
! RIJCOSX wB97M-V def2-TZVPD def2/J DEFGRID3
* xyz 1 1
C 2.68144 0.08177 -0.45664
C -2.13858 1.17596 -0.62944
C -1.07836 -1.06757 -0.66320
C -1.19292 0.12359 1.58160
C 0.47827 0.96418 -0.21344
C -1.07776 0.25400 0.07712
N 3.71950 -0.70567 -0.05160
N 1.56278 0.13607 0.19560
H 2.91271 0.41836 -1.48306
H -2.54039 2.13678 -0.24296
H -1.80640 1.40060 -1.61563
H -2.99510 0.51981 -0.72339
H -0.80951 -1.99169 -0.11172
H -2.12116 -1.29606 -0.85098
H -0.54109 -1.08800 -1.59249
H -2.23441 -0.22743 1.90154
H -1.03242 1.15828 2.05605
H -0.40516 -0.50734 1.92988
H 0.37988 2.02183 0.18106
H 0.65788 1.09715 -1.25816
H 4.52010 -0.57642 -0.53818
H 3.67827 -1.02420 0.90382
H 1.58122 -0.21035 1.19564
*
```

Computed properties:
Orbital gap: 10.222 eV
E_HOMO: -0.5176 hartree
SMILES: CC(C)(C)C/[NH+]=C/N

Population analysis type natural (NBO), resulting atomic charges in e: C 0.3990; C -0.6343; C -0.6554; C -0.6283; C -0.2508; C 0.0242; N -0.7022; N -0.4970; H 0.2408; H 0.2381; H 0.2151; H 0.2246; H 0.2243; H 0.2348; H 0.2165; H 0.2510; H 0.2208; H 0.1866; H 0.2307; H 0.2052; H 0.4169; H 0.4119; H 0.4277

=====

Run 2
Below is a structure of composition C6H15N2, with properties calculated with ωB97M-V/def2-TZVPD.

```
! RIJCOSX wB97M-V def2-TZVPD def2/J DEFGRID3
* xyz 1 1
C -1.29400 1.68356 1.44276
C -0.36143 0.80374 1.81143
C 1.52561 -0.38565 -1.51021
C -2.26702 -0.98161 -1.42488
C 1.13291 0.59986 -0.39233
C 0.38299 0.06554 0.79868
N 0.38808 -1.21530 1.01256
N 2.10685 0.83542 0.60561
H -2.04664 2.15234 2.12062
H -1.61831 1.68648 0.41118
H -0.05141 0.68970 2.81260
H 1.38058 -1.40280 -1.17450
H 2.52481 -0.35846 -1.70806
H 0.99150 -0.19490 -2.35915
H -1.32923 -0.73437 -1.97270
H -2.58253 -2.00181 -1.73538
H -2.21996 -1.13888 -0.34291
H 0.80332 1.48397 -0.83488
H 0.12113 -1.57535 1.94586
H 0.40525 -1.81404 0.30128
H -3.00348 -0.21718 -1.60398
H 2.98964 0.36376 0.63954
H 2.02132 1.65598 1.15687
*
```

Computed properties:
Orbital gap: 10.809 eV
E_HOMO: -0.5237 hartree

Population analysis type natural (NBO), resulting atomic charges in e: C -0.2723; C -0.3098; C -0.5939; C -0.8743; C -0.0853; C 0.4242; N -0.7039; N -0.7111; H 0.2424; H 0.2061; H 0.2375; H 0.1985; H 0.2382; H 0.2406; H 0.2009; H 0.2387; H 0.2048; H 0.2317; H 0.4195; H 0.4033; H 0.2312; H 0.4203; H 0.4128

=====

Most stable of them? run 1.